Entry 1:
A molecular structure, C51H127CrN8O17, computed with wB97M-V/def2-TZVPD.

Last column: Mulliken spin population.
Positions of all 204 atoms, in Å:
Cr -2.9394 1.0168 -1.8713  3.06
C -0.2169 -0.1605 -3.5849  0.00
C -0.2191 -0.2336 -2.0673  0.01
C 1.0854 0.0574 -1.2610  0.01
O -1.1727 0.6403 -1.4740  -0.08
H -1.2091 0.0791 -4.0279  0.01
H 0.1331 -1.0635 -4.0281  0.00
H 0.4615 0.5663 -3.9598  0.00
H -0.4366 -1.2216 -1.7299  0.00
H 0.8614 -0.2013 -0.2752  -0.01
H 1.5899 1.0054 -1.3311  0.00
H 1.8238 -0.7192 -1.5781  -0.01
C -2.2861 7.0119 -1.7488  0.00
O -2.5351 5.6165 -1.5686  0.00
C -1.4547 4.9919 -0.8877  -0.01
C -1.9151 3.5647 -0.7443  -0.03
N -2.5487 3.0235 -1.9908  -0.06
C -1.6125 3.2011 -3.1223  -0.03
C -2.2512 2.5899 -4.3774  0.01
O -3.1259 1.5253 -4.0011  0.02
C -4.2007 1.0439 -4.8184  0.00
H -1.3687 7.1577 -2.3344  0.00
H -2.2698 7.5843 -0.8270  0.00
H -3.1297 7.4145 -2.3441  0.00
H -1.1652 5.4586 0.0815  0.00
H -0.4434 5.0944 -1.4703  0.00
H -2.7233 3.4841 -0.0037  0.01
H -1.1020 2.8787 -0.5249  0.05
H -3.3521 3.6707 -2.1248  0.01
H -0.7136 2.7157 -2.8381  0.00
H -1.4341 4.2627 -3.2436  0.00
H -1.4684 2.2369 -5.0479  0.00
H -2.9150 3.2130 -4.8830  0.00
H -3.8105 0.4414 -5.6340  0.00
H -4.8101 1.8036 -5.2302  0.00
H -4.8220 0.3187 -4.2830  0.00
C -0.9790 -2.7540 2.7599  0.00
O -2.2370 -2.0279 2.8584  0.00
C -2.9446 -2.2441 4.0750  0.00
C -4.3527 -1.8353 3.9081  0.00
N -5.0663 -2.6317 2.9756  0.00
C -6.4622 -2.3464 2.9439  0.00
C -7.2709 -3.1781 3.9115  0.00
O -6.9316 -2.8865 5.2364  0.00
C -6.9643 -3.9920 6.1606  0.00
H -1.1229 -3.8934 2.6782  0.00
H -0.3148 -2.5217 3.6644  0.00
H -0.4859 -2.4302 1.8499  0.00
H -2.4957 -1.5967 4.8578  0.00
H -2.8358 -3.2274 4.4609  0.00
H -4.3504 -0.8147 3.5052  0.00
H -4.8867 -1.7596 4.8910  0.00
H -4.8478 -3.6285 2.9716  0.00
H -6.7719 -2.5400 1.9174  0.00
H -6.6800 -1.3099 3.2022  0.00
H -7.1258 -4.2190 3.7393  0.00
H -8.3445 -2.9193 3.7553  0.00
H -6.3259 -4.8530 5.8686  0.00
H -7.9787 -4.4575 6.1691  0.00
H -6.6892 -3.6354 7.1512  0.00
C -5.3300 3.1382 3.2370  0.00
O -4.7770 2.5336 2.0034  0.00
C -5.6426 1.6379 1.3127  -0.01
C -5.0353 1.4206 -0.0780  0.02
N -3.6503 0.8735 -0.0540  -0.08
C -3.5684 -0.5192 0.4370  0.03
C -4.0651 -1.4624 -0.6476  0.04
O -3.5516 -0.9314 -1.9139  0.00
C -3.4160 -1.8500 -3.0026  0.01
H -6.3554 3.4886 3.0743  0.00
H -4.7526 4.0359 3.4872  0.00
H -5.2027 2.3584 4.0219  0.00
H -6.5972 2.0469 1.0735  0.00
H -5.7389 0.6718 1.8278  0.00
H -4.9520 2.4004 -0.6360  0.01
H -5.6310 0.7207 -0.6975  0.01
H -3.0818 1.4847 0.5702  0.01
H -4.2167 -0.5998 1.3042  -0.01
H -2.5384 -0.7457 0.7927  -0.03
H -5.1203 -1.5304 -0.7733  0.00
H -3.7562 -2.5566 -0.7363  0.00
H -3.3574 -1.2791 -3.9560  -0.01
H -4.2248 -2.6114 -3.0148  0.00
H -2.4464 -2.2765 -2.8663  0.00
C 2.9504 -5.1050 2.8248  0.00
O 1.7963 -4.6868 2.1212  0.00
C 1.7690 -5.0413 0.7713  0.00
C 1.4000 -3.7965 -0.0482  0.00
N 1.4288 -3.9696 -1.4967  0.00
C 0.6641 -5.0387 -2.1428  0.00
C 0.8433 -4.8406 -3.6463  0.00
O 2.1863 -4.9201 -4.0931  0.00
C 2.2908 -4.9005 -5.4642  0.00
H 2.9628 -6.2098 2.8918  0.00
H 2.7714 -4.7662 3.8622  0.00
H 3.8560 -4.7053 2.3247  0.00
H 1.1218 -5.9144 0.6755  0.00
H 2.7387 -5.3617 0.3545  0.00
H 2.1468 -3.0131 0.1975  0.00
H 0.3984 -3.4707 0.3573  0.00
H 2.3692 -3.8842 -1.8781  0.00
H -0.3877 -4.8748 -1.9550  0.00
H 1.0727 -6.0659 -1.8092  0.00
H 0.3093 -3.9617 -3.9946  0.00
H 0.3155 -5.6878 -4.0494  0.00
H 1.8439 -4.0320 -5.9823  0.00
H 1.9469 -5.8910 -5.8561  0.00
H 3.3773 -4.8424 -5.6877  0.00
C 1.7618 3.4993 -0.5656  0.00
O 1.4516 3.3531 -1.9340  0.00
C 2.6369 3.6736 -2.7390  0.00
C 2.2420 3.2142 -4.1395  0.00
N 1.0908 3.9804 -4.6071  0.00
C 1.4096 5.4661 -4.7696  0.00
C 0.1739 6.2717 -5.0505  0.00
O 0.4753 7.5964 -4.8584  0.00
C -0.6282 8.4948 -5.0697  0.00
H 2.2494 2.6253 -0.1783  0.00
H 0.7938 3.5798 -0.0304  0.00
H 2.4165 4.3976 -0.3698  0.00
H 3.4530 3.0495 -2.4412  0.00
H 2.8735 4.7410 -2.6707  0.00
H 1.9959 2.1399 -4.2499  0.00
H 3.1290 3.5384 -4.8127  0.00
H 0.8833 3.6841 -5.5451  0.00
H 2.1349 5.7248 -5.5975  0.00
H 1.8086 5.9253 -3.8484  0.00
H -0.6078 5.9055 -4.3657  0.00
H -0.2169 6.0806 -6.0278  0.00
H -0.4354 9.2315 -4.2868  0.00
H -1.6171 8.0717 -4.9382  0.00
H -0.5220 8.9837 -6.0624  0.00
C 8.8740 -7.6280 -1.8465  0.00
O 7.8571 -6.6572 -1.7782  0.00
C 6.6618 -7.1028 -1.2524  0.00
C 5.5971 -6.0312 -1.2375  0.00
N 6.0395 -4.8726 -0.4977  0.00
C 5.3079 -3.6622 -0.8738  0.00
C 5.3090 -3.1950 -2.3092  0.00
O 4.2663 -2.2812 -2.3480  0.00
C 3.9654 -1.7934 -3.6470  0.00
H 9.0698 -8.2556 -0.9896  0.00
H 9.8036 -7.1369 -1.9960  0.00
H 8.6496 -8.3535 -2.6727  0.00
H 6.8206 -7.4184 -0.2362  0.00
H 6.2872 -8.0418 -1.7210  0.00
H 4.7057 -6.5041 -0.7609  0.00
H 5.3484 -5.8244 -2.2478  0.00
H 7.0620 -4.7442 -0.6473  0.00
H 5.5605 -2.8422 -0.2579  0.00
H 4.2819 -3.8644 -0.5712  0.00
H 5.1617 -4.0139 -3.0826  0.00
H 6.2940 -2.8192 -2.6250  0.00
H 3.7620 -2.5665 -4.3620  0.00
H 4.8444 -1.1293 -3.9642  0.00
H 3.0869 -1.1696 -3.4909  0.00
C -0.2873 1.4567 1.7837  0.00
O -1.7308 1.3236 2.0589  0.01
C -2.1751 1.3637 3.4617  0.00
C -1.6126 2.4546 4.3076  0.00
N -1.8606 3.8264 3.7588  0.00
C -1.0123 4.8735 4.4188  0.00
C -0.7150 6.0663 3.5478  0.00
O 0.0230 5.5107 2.4474  0.00
C 0.8298 6.5078 1.7926  0.00
H -0.1713 1.3749 0.7096  0.00
H 0.2732 0.6920 2.3188  0.00
H -0.0026 2.4417 2.1155  0.00
H -1.9575 0.4343 3.9956  0.00
H -3.2690 1.3307 3.4160  0.00
H -0.5356 2.2547 4.4800  0.00
H -2.1097 2.3916 5.2847  0.00
H -1.8143 3.9315 2.7246  0.00
H -0.0643 4.4339 4.6980  0.00
H -1.6713 5.0968 5.2943  0.00
H -0.0774 6.7126 4.1845  0.00
H -1.6224 6.6114 3.2261  0.00
H 1.6735 6.8270 2.4266  0.00
H 0.2272 7.3941 1.4730  0.00
H 1.1431 5.9655 0.8993  0.00
C 6.5678 0.3605 1.5112  0.00
O 5.1612 0.6652 1.5394  0.00
C 4.3569 -0.4415 1.1535  0.00
C 2.9056 -0.1209 1.5617  0.00
N 2.6365 0.1576 2.9828  0.00
C 2.7822 -0.9224 3.9359  0.00
C 2.1945 -0.4508 5.1919  0.00
O 2.5728 -1.2463 6.3937  0.00
C 1.5197 -2.0347 6.8962  0.00
H 6.6996 -0.6033 2.0564  0.00
H 7.0408 1.1334 2.1073  0.00
H 6.9428 0.2627 0.5021  0.00
H 4.6932 -1.3459 1.6952  0.00
H 4.3282 -0.6778 0.1012  0.00
H 2.3174 -0.9956 1.3107  0.00
H 2.5091 0.7531 1.0225  0.00
H 3.3747 0.8025 3.1787  0.00
H 3.8669 -1.1594 4.1783  0.00
H 2.3565 -1.8908 3.4675  0.00
H 1.1048 -0.4259 5.1405  0.00
H 2.5446 0.5883 5.4676  0.00
H 1.8318 -2.9373 7.3591  0.00
H 0.8624 -2.4712 6.0943  0.00
H 0.7780 -1.4313 7.5030  0.00

Atoms 1-2, force components in eV/Å:
1.5 -0.5 -1.3
-0.6 0.3 0.1

Results
* 2S+1: 4
* Kohn-Sham gap (spin up / spin down): 6.1 / 7.1 eV
* charge: +2
* HOMO energy (spin up / spin down): -0.43035 / -0.43035 hartree

Entry 2:
12 unconnected molecules or ions with the total composition C51H128N8O12, computed with wB97M-V/def2-TZVPD.

Last column: Löwdin charge in e.
Positions of all 199 atoms, in Å:
C 5.5439 -1.5412 -0.2806  -0.20
O 4.9107 -1.4243 0.9705  -0.16
H 6.6116 -1.3128 -0.3226  0.07
H 5.5742 -2.5676 -0.6725  0.07
H 5.0928 -0.9503 -1.0833  0.07
H 4.1657 -2.0713 0.9289  0.01
C -3.9322 -3.5234 2.3327  -0.15
O -4.1099 -3.6108 0.9245  -0.14
H -3.1691 -2.7481 2.4602  0.05
H -4.8755 -3.3466 2.8568  0.08
H -3.5647 -4.4955 2.6628  0.08
H -4.5442 -2.8195 0.5669  0.03
C -5.7736 -0.9649 -1.0616  -0.16
O -5.9162 -1.4612 0.2606  -0.14
H -4.7257 -0.7208 -1.2890  0.06
H -6.0231 -1.7389 -1.7854  0.08
H -6.2992 -0.0226 -1.2301  0.09
H -5.6473 -0.6905 0.7933  0.04
C -1.7469 2.5036 5.1972  -0.18
O -2.9761 2.5385 5.8782  -0.13
H -1.2156 1.5469 5.2738  0.08
H -1.8597 2.6756 4.1160  0.05
H -1.1527 3.3377 5.5711  0.08
H -3.5028 1.7701 5.5677  0.03
C 4.2345 -5.0475 1.9822  -0.06
C 2.7951 -4.6508 1.7024  -0.39
C 1.9992 -4.5385 3.0004  -0.19
O 0.7104 -4.0238 2.7588  -0.23
C -0.1710 -4.1276 3.8989  -0.05
N 2.8310 -3.3230 1.0323  0.05
H 4.7459 -4.3196 2.6154  0.09
H 4.8337 -4.9243 1.0743  0.08
H 4.3065 -6.0922 2.2835  0.08
H 2.3878 -5.3753 0.9932  0.14
H 2.4621 -3.8675 3.7314  0.14
H 2.0309 -5.5489 3.4234  0.13
H -1.2182 -4.0153 3.6365  0.08
H 0.0451 -3.2274 4.4911  0.09
H 0.1306 -4.9425 4.5528  0.09
H 2.8020 -3.4763 0.0246  0.08
H 1.9497 -2.8183 1.1637  0.05
C 0.9253 -3.6100 -4.9542  -0.06
C 0.7797 -4.8034 -3.9845  -0.44
C -0.6355 -5.2445 -3.7114  -0.23
O -0.7984 -6.0181 -2.5257  -0.18
C -2.1499 -5.9226 -2.1052  -0.11
N 1.5618 -5.8987 -4.5368  0.03
H 0.6264 -3.8024 -5.9810  0.07
H 1.9752 -3.3040 -4.9341  0.07
H 0.4689 -2.7121 -4.5249  0.06
H 1.2543 -4.4321 -3.0646  0.13
H -1.0694 -5.7472 -4.5823  0.14
H -1.2282 -4.3303 -3.5748  0.10
H -2.8012 -6.0091 -2.9851  0.08
H -2.4311 -4.9389 -1.7186  0.07
H -2.3665 -6.7385 -1.4235  0.09
H 1.4377 -6.7326 -3.9620  0.07
H 2.5717 -5.8123 -4.4837  0.07
C -5.5355 1.9121 2.9371  -0.05
C -4.3302 1.0474 2.7250  -0.41
C -4.2716 -0.1647 3.6911  -0.17
O -4.1707 0.2436 5.0326  -0.22
C -3.7515 -0.7560 5.9251  -0.09
N -4.1984 0.6831 1.2974  0.06
H -5.4104 2.2879 3.9594  0.08
H -6.4940 1.4005 2.8321  0.09
H -5.5772 2.7833 2.2836  0.08
H -3.4336 1.6224 2.9876  0.12
H -3.4388 -0.8188 3.4204  0.11
H -5.2489 -0.6504 3.5676  0.14
H -4.3754 -1.6509 5.9495  0.09
H -3.6521 -0.4024 6.9518  0.10
H -2.7117 -1.0286 5.7010  0.09
H -3.7885 -0.2508 1.2180  0.06
H -3.4585 1.2675 0.9244  0.07
C 4.0146 1.6825 9.0896  -0.09
C 4.2993 0.4310 8.2603  -0.39
C 4.6665 0.8495 6.8110  -0.24
O 4.4910 -0.2300 5.9460  -0.19
C 4.3560 0.0743 4.5616  -0.07
N 5.5218 -0.1750 8.9030  0.02
H 4.0575 1.4668 10.1560  0.07
H 3.1206 2.2539 8.8383  0.07
H 4.8351 2.3976 8.9467  0.08
H 3.4700 -0.2637 8.3647  0.14
H 5.6634 1.3075 6.7942  0.12
H 4.0023 1.6896 6.5536  0.12
H 3.3463 0.4319 4.3553  0.06
H 4.6899 -0.8325 4.0684  0.09
H 4.9896 0.9310 4.3024  0.09
H 5.6778 -1.0715 8.4445  0.06
H 6.2696 0.3972 8.5184  0.06
C -0.4617 2.6781 -3.8800  -0.06
C 0.1903 4.0470 -3.9131  -0.46
C 1.6815 3.9319 -4.1239  -0.20
O 2.2927 5.2140 -3.9672  -0.21
C 3.6758 5.2227 -4.2011  -0.13
N -0.3890 4.8508 -4.9940  0.04
H -0.5176 2.1570 -4.8321  0.08
H -1.4847 2.7669 -3.5020  0.07
H 0.0615 2.1359 -3.0876  0.05
H 0.0574 4.5909 -2.9652  0.14
H 1.8587 3.5240 -5.1298  0.13
H 2.2738 3.2970 -3.4550  0.12
H 4.2801 4.5242 -3.6091  0.08
H 4.0337 6.2210 -3.9550  0.09
H 3.8290 4.9819 -5.2593  0.09
H 0.0565 5.7628 -4.8911  0.07
H -1.3640 4.9639 -4.7280  0.07
C -1.6724 -1.0914 -0.8027  -0.01
C -0.3252 -1.7310 -0.4320  -0.48
C 0.7424 -1.3332 -1.4402  -0.13
C 1.2966 0.0843 -1.2436  -0.15
C 1.6755 0.2804 0.2437  -0.12
C 0.5614 -0.0273 1.2610  -0.45
N 0.0968 -1.4051 0.9416  -0.10
O -0.7828 -1.9073 1.9115  -0.03
C 1.3071 -0.1569 2.6086  -0.05
C -0.5426 1.0507 1.4330  0.00
C -0.4334 -3.2581 -0.5935  -0.02
H -2.3884 -1.6220 -0.1656  0.07
H -2.0323 -1.2919 -1.8164  0.08
H -1.6804 -0.0095 -0.6935  0.07
H 1.6386 -1.9364 -1.2701  0.11
H 0.2822 -1.3424 -2.4276  0.11
H 0.5618 0.8811 -1.3872  0.09
H 2.2243 0.1877 -1.8036  0.11
H 1.9698 1.3186 0.4104  0.10
H 2.5076 -0.4084 0.4060  0.10
H 0.7372 -0.5795 3.4417  0.08
H 2.1046 -0.9095 2.5831  0.07
H 1.7994 0.7585 2.9373  0.07
H -0.4157 1.8434 0.6938  0.09
H -1.5071 0.5615 1.3248  0.04
H -0.4718 1.4676 2.4355  0.07
H 0.3603 -3.9309 -0.2604  0.08
H -0.5516 -3.5160 -1.6456  0.06
H -1.2793 -3.6343 -0.0085  0.08
H -0.3475 -2.7294 2.1973  0.04
C -2.3534 -3.1922 -7.8678  -0.04
C -3.6042 -2.6640 -7.1243  -0.49
C -3.7011 -3.5192 -5.8129  -0.11
C -4.7007 -2.9485 -4.7551  -0.17
C -4.2750 -1.5222 -4.5248  -0.17
C -4.2416 -0.6426 -5.7574  -0.50
N -3.3235 -1.2550 -6.7112  -0.10
O -3.0407 -0.4543 -7.8426  -0.02
C -5.6864 -0.4439 -6.2373  -0.04
C -3.7373 0.7924 -5.3794  -0.02
C -4.7827 -2.8659 -8.0599  -0.03
H -2.3444 -4.2765 -7.8414  0.09
H -1.4205 -2.7863 -7.4541  0.07
H -2.2681 -2.6771 -8.8295  0.08
H -4.2360 -4.4356 -6.0799  0.12
H -2.7544 -3.6820 -5.3038  0.10
H -4.4789 -3.4442 -3.8083  0.11
H -5.7290 -3.0532 -5.0968  0.11
H -3.2793 -1.6093 -4.0752  0.11
H -4.8996 -0.9830 -3.8050  0.11
H -6.3033 -1.3308 -6.3480  0.06
H -6.1709 0.1459 -5.4525  0.08
H -5.7766 0.1888 -7.1221  0.10
H -3.0011 0.8140 -4.5748  0.07
H -3.2605 1.1902 -6.2774  0.07
H -4.5006 1.5356 -5.1481  0.08
H -4.7746 -3.9036 -8.4022  0.09
H -4.7004 -2.2087 -8.9235  0.09
H -5.7387 -2.7500 -7.5540  0.06
H -2.0861 -0.5431 -7.9287  0.10
C 1.1008 5.4812 2.4140  -0.03
C 2.2079 6.4439 1.9218  -0.49
C 3.0951 6.7764 3.1500  -0.13
C 4.2930 5.8218 3.3996  -0.17
C 4.9820 5.5344 2.0671  -0.15
C 4.0385 4.8940 1.0288  -0.50
N 3.0099 5.9050 0.7931  -0.09
O 2.1201 5.5555 -0.2425  -0.03
C 4.8401 4.9141 -0.2995  -0.03
C 3.7307 3.4621 1.4141  -0.02
C 1.5686 7.7333 1.4460  -0.05
H 0.4363 5.7792 3.2231  0.09
H 1.5388 4.5756 2.8606  0.06
H 0.6171 5.0127 1.5538  0.08
H 3.4854 7.7969 3.1142  0.11
H 2.5170 6.7626 4.0772  0.11
H 3.9274 4.8604 3.7801  0.10
H 4.9065 6.1727 4.2291  0.11
H 5.8520 4.9090 2.2918  0.12
H 5.4393 6.4537 1.6927  0.12
H 5.4491 4.0056 -0.3356  0.09
H 4.2279 4.8781 -1.2007  0.06
H 5.4672 5.7950 -0.4334  0.08
H 3.0571 3.4251 2.2706  0.06
H 3.2350 2.9537 0.5817  0.07
H 4.6181 2.8694 1.6301  0.09
H 2.2892 8.3063 0.8611  0.09
H 1.2198 8.3062 2.3091  0.09
H 0.6563 7.6274 0.8552  0.08
H 2.2493 6.1780 -0.9672  0.10

Atoms 1-2, force components in eV/Å:
0.5 -0.6 -1.0
0.2 -0.2 -0.6

Results
* energy relative to the best compared isomer or geometry (same formula, charge and spin): 0.0 kcal per mole
* Kohn-Sham gap: 8.8 eV
* HOMO energy: -0.31039 hartree

Summary of F_max in eV/A
3.56, 2.59
(order as listed above)
Summary of energy in hartree
-4780.0454, -3360.5204
(order as listed above)